The following is a DFT calculation (ωB97M-V with the def2-TZVPD basis set) of a cluster of 10 separate species, C16H30Cl20N3OS in total in a non-equilibrium geometry.

Results
**M**: 1021.6 g mol⁻¹
**Total charge**: +1

Each line ends with the Mulliken charge.
Cartesian coordinates (Å):
1 C 2.421 2.487 -1.111  -1.064
2 C 2.765 1.610 -2.412  0.130
3 Cl 2.030 2.459 -3.861  -0.135
4 C 2.381 0.061 -2.300  -0.526
5 Cl 3.042 -0.552 -0.711  -0.056
6 N 0.890 -0.045 -2.433  0.085
7 C 0.297 -1.380 -2.037  0.020
8 C -0.749 -1.126 -0.841  -0.549
9 S -2.396 -0.688 -1.636  -0.066
10 C -2.433 1.101 -1.984  0.303
11 N -1.502 1.843 -2.754  0.063
12 N -1.711 3.167 -2.855  -0.572
13 C -2.930 3.336 -2.093  -0.161
14 O -3.349 2.111 -1.597  -0.134
15 H 1.881 1.928 -0.285  0.227
16 H 3.381 3.001 -0.776  0.282
17 H 1.715 3.335 -1.431  0.342
18 H 3.902 1.667 -2.557  0.460
19 H 2.862 -0.470 -3.195  0.500
20 H 0.471 0.670 -1.805  0.082
21 H 0.630 0.113 -3.426  0.487
22 H -0.332 -1.753 -2.925  0.400
23 H 1.051 -2.200 -1.828  -0.426
24 H -0.412 -0.331 -0.098  0.431
25 H -0.888 -2.088 -0.248  0.267
26 H -3.372 4.371 -1.994  0.472
27 C 0.550 -5.418 -1.385  0.283
28 Cl 1.966 -4.472 -1.870  -0.209
29 Cl -0.069 -4.878 0.179  -0.164
30 H -0.230 -5.296 -2.134  0.219
31 H 0.833 -6.466 -1.314  -0.141
32 C -5.150 2.362 1.246  0.756
33 Cl -4.522 1.046 2.246  -0.178
34 Cl -6.893 2.556 1.463  -0.158
35 H -4.654 3.290 1.530  -0.379
36 H -4.947 2.139 0.200  0.002
37 C 3.360 -2.942 1.901  0.212
38 Cl 2.280 -4.041 2.763  -0.149
39 Cl 3.604 -1.442 2.806  -0.058
40 H 4.322 -3.431 1.759  0.323
41 H 2.922 -2.703 0.934  -0.274
42 C 4.006 -0.747 6.381  0.166
43 Cl 2.932 -1.840 7.262  -0.163
44 Cl 4.236 0.771 7.258  -0.155
45 H 4.973 -1.230 6.251  0.293
46 H 3.569 -0.530 5.410  -0.153
47 C -3.987 5.870 3.481  -0.440
48 Cl -2.984 4.782 4.447  -0.129
49 Cl -3.872 5.483 1.758  -0.122
50 H -5.024 5.771 3.798  0.347
51 H -3.650 6.893 3.636  0.337
52 C -0.150 -9.553 -2.010  -0.241
53 Cl 1.265 -8.611 -2.497  -0.148
54 Cl -0.770 -9.012 -0.446  -0.135
55 H -0.930 -9.433 -2.760  0.267
56 H 0.132 -10.602 -1.936  0.297
57 C -3.999 -2.646 -4.963  -0.164
58 Cl -3.039 -3.826 -4.060  -0.113
59 Cl -3.945 -2.971 -6.698  -0.141
60 H -5.032 -2.699 -4.625  0.321
61 H -3.600 -1.650 -4.777  0.105
62 C -0.332 5.907 1.317  -0.185
63 Cl 1.121 5.019 1.791  -0.092
64 Cl -1.146 5.117 -0.040  -0.060
65 H -1.013 5.948 2.165  0.021
66 H -0.050 6.916 1.021  0.339
67 C 3.506 2.829 3.559  0.091
68 Cl 4.468 1.383 3.883  -0.151
69 Cl 4.526 4.256 3.354  -0.143
70 H 2.934 2.670 2.646  -0.097
71 H 2.828 2.999 4.394  0.297

The following is a DFT calculation (ωB97M-V with the def2-TZVPD basis set) of a cluster of 3 separate species, C16H30F2O10P2 in total in a non-equilibrium geometry.

Results
**M**: 482.3 g mol⁻¹
**SMILES**: CCOP(=O)(CCP(O)CC(C)C)OCC.O=C1OC[C@@H](F)O1.O=C1OC[C@@H](F)O1

Each line ends with the Mulliken charge.
Cartesian coordinates (Å):
1 C -2.726 1.716 2.532  -1.107
2 C -2.772 0.462 1.675  0.476
3 O -4.108 0.134 1.237  -0.434
4 P -4.612 0.532 -0.224  0.937
5 O -5.884 -0.140 -0.507  -0.820
6 C -3.356 0.130 -1.448  -1.266
7 C -2.214 1.137 -1.698  -0.466
8 P -0.723 0.206 -2.246  0.114
9 O -0.852 0.336 -3.897  -0.534
10 C 0.723 1.256 -1.806  -0.583
11 C 0.908 2.715 -2.311  0.851
12 C 1.382 3.597 -1.130  -1.413
13 C -0.323 3.371 -2.928  -1.717
14 O -4.701 2.125 -0.356  -0.223
15 C -5.385 2.870 0.661  -0.263
16 C -4.780 4.261 0.749  -1.151
17 H -1.893 1.652 3.226  0.456
18 H -2.629 2.619 1.933  0.059
19 H -3.652 1.779 3.102  0.346
20 H -2.450 -0.378 2.286  0.310
21 H -2.069 0.511 0.849  -0.285
22 H -2.977 -0.868 -1.235  0.569
23 H -3.947 0.067 -2.360  0.335
24 H -2.516 1.847 -2.464  0.680
25 H -1.951 1.718 -0.816  0.363
26 H -0.192 -0.234 -4.289  0.321
27 H 1.572 0.664 -2.159  0.389
28 H 0.757 1.208 -0.716  -0.077
29 H 1.730 2.729 -3.024  0.335
30 H 0.915 3.271 -0.200  0.303
31 H 1.120 4.642 -1.279  0.360
32 H 2.458 3.497 -0.997  0.370
33 H -1.008 3.717 -2.153  0.347
34 H -0.006 4.238 -3.508  0.498
35 H -0.873 2.725 -3.604  0.366
36 H -6.437 2.954 0.398  0.380
37 H -5.332 2.360 1.620  0.298
38 H -3.883 4.280 1.361  0.251
39 H -4.487 4.550 -0.261  0.272
40 H -5.511 4.991 1.084  0.383
41 C 3.344 -1.664 1.874  -0.421
42 C 2.805 -2.056 0.514  0.303
43 O 1.450 -1.660 0.599  -0.235
44 C 1.380 -0.624 1.478  0.579
45 O 0.460 0.116 1.573  -0.480
46 O 2.521 -0.535 2.195  -0.324
47 F 2.867 -3.395 0.305  -0.271
48 H 3.181 -2.458 2.603  0.260
49 H 4.393 -1.383 1.865  0.288
50 H 3.278 -1.547 -0.327  0.268
51 C 5.560 -7.384 1.313  -0.387
52 C 4.899 -6.056 1.612  0.394
53 O 5.965 -5.141 1.446  -0.301
54 C 6.848 -5.685 0.556  0.631
55 O 7.712 -5.089 0.016  -0.489
56 O 6.577 -7.001 0.381  -0.315
57 F 4.442 -5.980 2.887  -0.308
58 H 6.021 -7.801 2.209  0.272
59 H 4.891 -8.115 0.870  0.271
60 H 4.089 -5.787 0.932  0.235

The following is a DFT calculation (ωB97M-V with the def2-TZVPD basis set) of a cluster of 5 separate species, C16H30FN2O5S in total in a non-equilibrium geometry.

Results
**Relative energy (zero: lowest compared OMol25 entry of this formula, charge and spin)**: 0.000 eV
**M**: 381.5 g mol⁻¹
**Total charge**: +1

Each line ends with the Mulliken charge.
Cartesian coordinates (Å):
1 C 5.723 43.769 11.660  -0.729
2 C 4.423 44.496 11.216  0.652
3 O 3.874 45.292 11.883  -0.432
4 N 3.998 43.935 9.896  0.470
5 H 4.912 43.859 9.377  -0.272
6 H 3.866 42.999 9.924  0.410
7 C 2.749 44.568 9.382  -0.912
8 H 6.504 44.437 11.324  0.262
9 H 5.848 42.899 11.183  -0.024
10 H 5.752 43.838 12.719  0.444
11 H 3.046 45.621 9.269  0.352
12 H 1.909 44.570 9.935  0.436
13 H 2.373 44.136 8.391  0.290
14 C 5.066 41.263 6.355  -0.914
15 C 5.961 40.672 7.386  0.588
16 O 6.402 39.573 7.251  -0.463
17 N 6.060 41.282 8.756  0.211
18 H 6.244 42.391 8.736  -0.038
19 H 5.125 41.400 9.182  0.407
20 C 7.158 40.700 9.607  -0.539
21 H 4.928 40.652 5.648  0.484
22 H 5.693 42.260 6.251  0.000
23 H 4.101 41.427 6.701  0.389
24 H 7.029 41.454 10.611  0.146
25 H 8.170 40.773 9.144  0.344
26 H 7.162 39.667 9.879  0.367
27 O 6.200 43.858 8.585  -0.760
28 H 6.695 44.677 8.588  -0.176
29 F 8.217 46.278 11.454  -0.230
30 C 8.674 47.083 10.508  0.204
31 C 8.027 47.349 9.279  -0.382
32 C 8.531 48.162 8.270  -0.509
33 C 9.650 48.949 8.525  -0.413
34 C 10.292 48.810 9.773  -0.323
35 C 9.815 47.888 10.717  -0.330
36 H 7.086 46.951 9.119  0.762
37 H 7.993 48.282 7.373  0.524
38 H 10.067 49.892 7.911  0.223
39 H 11.320 49.376 10.185  0.190
40 H 10.321 47.738 11.693  0.321
41 C 5.982 47.268 4.169  -0.747
42 C 6.869 46.230 4.592  -0.562
43 C 6.390 45.720 5.872  -0.299
44 S 4.675 45.661 5.926  1.489
45 O 4.130 46.278 7.056  -0.677
46 O 4.053 44.414 5.458  -0.727
47 C 4.544 46.725 4.529  -1.216
48 H 6.062 47.247 3.153  0.355
49 H 6.163 48.299 4.549  0.309
50 H 8.023 46.420 4.556  0.328
51 H 6.656 45.394 3.869  0.268
52 H 6.985 45.882 6.758  0.247
53 H 6.574 44.717 5.824  0.085
54 H 3.915 47.557 4.851  0.428
55 H 3.857 46.422 3.874  0.690

The following is a DFT calculation (ωB97M-V with the def2-TZVPD basis set) of a cluster of 6 separate species, C16H30FNO11S in total in a non-equilibrium geometry.

Results
**Relative energy (zero: lowest compared OMol25 entry of this formula, charge and spin)**: 3.239 eV
**M**: 463.5 g mol⁻¹

Each line ends with the Mulliken charge.
Cartesian coordinates (Å):
1 N 3.508 0.288 1.115  -0.412
2 H 3.453 1.306 0.837  0.331
3 H 2.707 0.093 1.917  0.366
4 H 4.339 -0.043 1.432  0.375
5 H 3.443 -0.220 0.227  0.321
6 F 0.870 0.533 0.123  -0.800
7 C 2.499 2.705 -3.903  -1.603
8 C 2.398 3.492 -2.677  0.836
9 C 2.545 2.720 -1.326  -0.645
10 O 3.738 3.122 -0.830  -0.265
11 C 4.242 4.107 -1.486  0.549
12 O 5.283 4.687 -1.303  -0.550
13 O 3.495 4.319 -2.732  -0.371
14 H 2.997 3.378 -4.774  0.282
15 H 1.571 2.293 -4.114  0.441
16 H 3.035 1.907 -3.795  0.506
17 H 1.595 4.308 -2.601  0.294
18 H 2.651 1.481 -1.452  0.010
19 H 1.749 2.719 -0.680  0.425
20 C -2.551 -0.247 -2.964  -1.231
21 C -1.579 -1.017 -2.027  0.228
22 C -2.270 -1.707 -0.690  -0.147
23 O -2.118 -3.060 -1.029  -0.429
24 C -1.540 -3.280 -2.321  0.615
25 O -1.305 -4.291 -2.935  -0.557
26 O -1.073 -2.115 -2.706  -0.432
27 H -3.189 -1.172 -3.110  0.343
28 H -2.117 0.247 -3.809  0.307
29 H -3.128 0.413 -2.463  0.404
30 H -0.745 -0.458 -1.643  0.242
31 H -3.220 -1.369 -0.699  0.615
32 H -1.602 -1.417 0.036  -0.024
33 C -2.133 3.855 1.067  -2.293
34 C -2.158 2.385 0.622  1.074
35 C -1.938 1.389 1.810  -0.040
36 O -3.335 0.824 1.773  -0.369
37 C -4.104 1.175 0.786  0.677
38 O -5.215 0.667 0.596  -0.595
39 O -3.441 2.212 0.078  -0.435
40 H -1.206 4.102 1.395  0.524
41 H -2.708 4.113 1.923  0.454
42 H -2.511 4.275 0.359  0.750
43 H -1.435 2.343 -0.393  -0.031
44 H -1.714 1.853 2.920  0.290
45 H -0.979 0.657 1.659  -0.038
46 C -0.977 -3.422 1.817  -0.301
47 C -0.708 -4.234 3.141  -0.570
48 C 0.471 -3.643 3.828  -1.359
49 S 1.683 -3.485 2.599  1.008
50 O 2.487 -4.687 2.548  -0.646
51 O 2.337 -2.086 2.667  -0.663
52 C 0.541 -3.357 1.301  -0.241
53 H -1.313 -2.423 2.095  0.105
54 H -1.601 -3.884 1.005  0.298
55 H -0.742 -5.493 2.985  0.247
56 H -1.583 -3.994 3.842  0.331
57 H 0.862 -4.004 4.522  1.036
58 H 0.403 -2.583 4.200  0.334
59 H 0.754 -3.997 0.471  0.482
60 H 0.580 -2.281 0.764  -0.053

Sequential LUMO level output: -3.1, 0.3, -3.3, -0.6 eV